Density functional theory data (ωB97M-V/def2-TZVPD) for a single C6H4N2O molecule.

```
13
Properties=species:S:1:pos:R:3:forces:R:3:lowdin_charge:R:1
O -2.7155 -0.9339 0.0051 0.043 0.375 -0.248 0.093
C -1.6978 -0.3272 -0.1788 1.582 -1.360 0.835 -0.435
C -0.3842 -1.2724 -0.1922 0.416 -1.545 0.517 0.045
C 0.9941 -1.4123 -0.1815 -1.368 -2.449 1.234 -0.170
N 2.0737 -0.5913 -0.3839 1.763 -0.562 -1.953 0.064
C 1.9246 0.5199 0.0425 -4.285 2.342 0.535 -0.078
C 0.8680 1.2703 0.4260 0.543 2.639 1.514 -0.042
C -0.5107 1.6751 -0.2669 -1.176 -0.176 1.037 -0.059
N -1.6954 1.0885 -0.2575 3.906 0.282 -0.980 0.119
H -0.7917 -2.3242 0.0073 0.337 1.755 -0.297 0.115
H 1.4589 -2.3718 0.1467 -1.338 0.153 -0.658 0.119
H 1.0787 1.9412 1.3585 -0.802 -1.184 -1.682 0.127
H -0.6026 2.7380 -0.5254 0.378 -0.269 0.145 0.102
```
Forces are in eV/Å.

Orbital gap (spin up / spin down) (eV): 8.53 / 8.54
Total charge: 0
Spin multiplicity: 1
LUMO (spin up / spin down) (eV): -1.126 / -1.125
Electronic energy (eV): -11308.529

---

Density functional theory data (ωB97M-V/def2-TZVPD) for a molecular structure, C6H4N2S.

```
13
Properties=species:S:1:pos:R:3:forces:R:3:lowdin_charge:R:1
C 2.0524 0.3291 -0.0237 -1.573 0.235 -0.243 -0.480
C 3.0215 -0.5861 -0.1386 2.001 -1.338 0.184 -0.151
C -0.5632 1.3045 -0.0115 0.179 -0.341 0.449 -0.140
C 1.5877 1.5953 0.0223 0.274 2.330 -0.089 0.051
C 0.8736 -0.5456 0.0167 -0.947 0.728 0.794 -0.633
C -1.5839 -0.8218 -0.0062 -0.411 -3.183 -0.149 -0.030
N 0.4330 2.1513 0.0517 1.208 -0.944 -0.128 0.099
N -0.3529 -0.1008 0.0432 0.122 2.511 0.303 -0.107
S 1.6835 -1.9734 0.1026 0.671 -1.586 -0.382 0.935
H -1.5467 1.6817 0.0530 -0.982 -0.104 -0.057 0.109
H -2.1401 -0.1960 -0.7092 -0.585 -1.088 -0.110 0.088
H -1.2952 -1.9244 -0.3683 -1.123 2.463 0.505 0.139
H -2.1697 -0.9138 0.9680 1.166 0.317 -1.077 0.121
```
Forces are in eV/Å.

Orbital gap (spin up / spin down) (eV): 6.14 / 5.89
Total charge: 0
Spin multiplicity: 1
LUMO (spin up / spin down) (eV): -1.085 / -1.228
Electronic energy (eV): -20093.581

---

Density functional theory data (ωB97M-V/def2-TZVPD) for a gas-phase ion, C6H4NO4SSe (charge -1).

```
17
Properties=species:S:1:pos:R:3:forces:R:3:lowdin_charge:R:1
O -1.3284 0.8708 1.8382 -0.161 -0.208 0.369 -0.088
C -2.2762 1.0389 1.0722 0.867 0.999 -1.929 -0.807
O -3.4871 0.9635 1.1483 -1.571 -0.338 0.708 -0.049
C -1.8666 1.4663 -0.5233 0.713 -1.364 2.312 -0.359
Se 0.0700 1.6328 -0.4703 -0.274 1.360 -1.202 1.169
C 0.6045 -0.0893 -0.2781 0.078 -0.983 0.814 -0.539
C -0.2747 -1.2420 -0.1513 -0.143 1.006 -1.872 -0.162
C 0.3664 -2.3958 0.0801 2.413 2.141 0.087 -0.365
S 2.1379 -2.2587 0.2358 -1.516 2.355 -0.313 0.980
C 1.9100 -0.4576 -0.0864 0.168 -2.156 0.519 -0.471
N 2.9950 0.3869 -0.1115 -0.072 2.015 -1.152 -0.418
O 2.7389 1.6028 -0.3934 0.694 -1.861 0.748 -0.091
O 4.1295 -0.0535 0.0295 0.133 -0.052 0.258 0.000
H -2.3386 2.3925 -0.8404 0.131 -0.126 -0.107 0.042
H -2.1815 0.5732 -1.0598 -0.119 0.462 -0.495 0.027
H -1.2435 -1.0757 -0.6462 0.053 -0.775 1.191 0.109
H 0.0444 -3.3551 0.1566 -1.394 -2.474 0.063 0.020
```
Forces are in eV/Å.

Orbital gap (spin up / spin down) (eV): 6.58 / 6.58
Total charge: -1
Spin multiplicity: 1
LUMO (spin up / spin down) (eV): 2.321 / 2.320
Electronic energy (eV): -92146.132

---

Density functional theory data (ωB97M-V/def2-TZVPD) for a gas-phase ion, C6H4NOS2 (charge -1).

```
14
Properties=species:S:1:pos:R:3:forces:R:3:lowdin_charge:R:1
C 1.3045 -1.6314 -0.3326 0.275 -0.341 1.105 -0.009
C 0.3957 -0.7283 -0.0143 -0.557 0.618 1.936 -0.436
C 3.6950 -1.5908 -0.3044 -0.673 1.309 -0.571 -0.344
C 3.2422 0.6767 -1.2458 -1.059 -0.245 -0.576 -1.278
C 0.6811 -0.7360 -1.3645 0.687 -0.964 -3.181 -0.619
C -0.4381 0.1491 0.8803 -1.218 -1.697 -1.883 -0.072
N 3.7225 -0.4242 -0.7201 1.143 -3.747 1.628 0.005
O 4.1032 -2.6229 0.0876 -0.137 0.574 -0.263 0.103
S 4.1142 2.0311 -0.9946 0.112 1.450 -0.232 0.517
S 1.7918 0.5104 -2.2153 -0.151 1.082 -0.282 0.830
H 0.0920 -1.1865 -2.1934 0.252 0.480 0.280 0.063
H 0.0195 0.1380 1.8837 -0.914 0.434 -0.230 0.066
H -1.5408 -0.2866 0.7212 2.109 0.967 1.182 0.107
H -0.4638 1.0881 0.2967 0.130 0.082 1.088 0.067
```
Forces are in eV/Å.

Orbital gap (eV): 7.14
Total charge: -1
Spin multiplicity: 1
LUMO (eV): 3.309
Electronic energy (eV): -31491.824

---

Repeat the third record exactly.
Density functional theory data (ωB97M-V/def2-TZVPD) for a gas-phase ion, C6H4NO4SSe (charge -1).

```
17
Properties=species:S:1:pos:R:3:forces:R:3:lowdin_charge:R:1
O -1.3284 0.8708 1.8382 -0.161 -0.208 0.369 -0.088
C -2.2762 1.0389 1.0722 0.867 0.999 -1.929 -0.807
O -3.4871 0.9635 1.1483 -1.571 -0.338 0.708 -0.049
C -1.8666 1.4663 -0.5233 0.713 -1.364 2.312 -0.359
Se 0.0700 1.6328 -0.4703 -0.274 1.360 -1.202 1.169
C 0.6045 -0.0893 -0.2781 0.078 -0.983 0.814 -0.539
C -0.2747 -1.2420 -0.1513 -0.143 1.006 -1.872 -0.162
C 0.3664 -2.3958 0.0801 2.413 2.141 0.087 -0.365
S 2.1379 -2.2587 0.2358 -1.516 2.355 -0.313 0.980
C 1.9100 -0.4576 -0.0864 0.168 -2.156 0.519 -0.471
N 2.9950 0.3869 -0.1115 -0.072 2.015 -1.152 -0.418
O 2.7389 1.6028 -0.3934 0.694 -1.861 0.748 -0.091
O 4.1295 -0.0535 0.0295 0.133 -0.052 0.258 0.000
H -2.3386 2.3925 -0.8404 0.131 -0.126 -0.107 0.042
H -2.1815 0.5732 -1.0598 -0.119 0.462 -0.495 0.027
H -1.2435 -1.0757 -0.6462 0.053 -0.775 1.191 0.109
H 0.0444 -3.3551 0.1566 -1.394 -2.474 0.063 0.020
```
Forces are in eV/Å.

Orbital gap (spin up / spin down) (eV): 6.58 / 6.58
Total charge: -1
Spin multiplicity: 1
LUMO (spin up / spin down) (eV): 2.321 / 2.320
Electronic energy (eV): -92146.132

---

> spin multiplicity of number 4 (C6H4NOS2)?

1